C5H8N as an isolated structure. Source: the Open Molecules 2025 dataset; level of theory: ωB97M-V/def2-TZVPD.

Atoms and positions in Å:
C  -0.1346  -0.2724  -0.4937
C  0.7018  -1.5584  -0.7212
C  -0.8093  -1.3097  0.5247
C  0.1043  1.3244  -0.5078
C  0.1543  2.0802  0.6948
N  -0.0241  -2.3689  0.1320
H  -0.7188  -0.3105  -1.5122
H  1.5192  -1.7693  -1.2711
H  -1.2361  -0.9430  1.5204
H  0.0082  1.8005  -1.5557
H  -0.8293  2.3794  0.7645
H  0.8443  2.8078  0.5280
H  0.4009  1.4570  1.6235
H  0.0192  -3.3171  0.2737

Output
Highest occupied orbital energy (spin up / spin down): -0.5089 / -0.4500 Eh
Total charge: +1
ΔE to the lowest compared entry with this formula, charge and spin: 6.938 eV
Gap between HOMO and LUMO (spin up / spin down): 8.621 / 6.514 eV
LUMO (spin up / spin down): -0.1921 / -0.2106 Ha

Charge distribution, Mulliken scheme, values in e: 0.18, -0.26, -0.30, -0.21, -1.12, 0.03, 0.28, 0.53, 0.35, 0.36, 0.33, 0.39, 0.28, 0.17

=====

A 9-piece molecular cluster, C28H78F3O34P8 overall. Source: the Open Molecules 2025 dataset; level of theory: ωB97M-V/def2-TZVPD.

Atoms and positions in Å:
C  0.6353  0.9893  -1.0306
O  -0.7902  0.9979  -0.6519
O  0.5965  1.9069  -2.1434
C  1.5713  1.2473  0.1988
F  2.7700  1.5294  -0.4176
F  1.3444  2.3002  1.0121
F  1.7626  0.1926  1.0632
C  -1.3662  -0.0263  0.2390
C  -2.5957  0.4551  0.8611
H  -2.4248  1.3199  1.5022
H  -3.3273  0.8343  0.1477
H  -2.9904  -0.3375  1.4969
H  -0.6549  -0.2462  1.0352
H  -1.5621  -0.9242  -0.3470
H  0.7530  -0.0333  -1.3890
C  -9.8957  -2.5320  2.8846
O  -8.4776  -2.3486  2.7740
P  -7.5057  -2.9213  3.9203
O  -7.9248  -2.4338  5.2584
O  -7.5126  -4.4832  3.7245
C  -6.7008  -5.3326  4.4856
O  -6.1110  -2.4738  3.2573
C  -5.7689  -1.1728  3.2659
H  -10.1174  -3.5018  2.4392
H  -10.4105  -1.8536  2.2044
H  -10.1480  -2.4559  3.9423
H  -6.4588  -4.9129  5.4621
H  -5.8124  -5.8071  4.0690
H  -7.4027  -6.1050  4.8001
H  -6.0452  -0.7859  4.2467
H  -6.2555  -0.5784  2.4926
H  -4.7167  -1.2870  3.0051
C  -1.7222  0.2373  4.6334
O  -2.1861  1.3334  5.3703
P  -3.7672  1.6045  5.2639
O  -4.3481  1.4993  3.8714
O  -3.8393  3.1095  5.9700
C  -3.2766  3.4781  7.1949
O  -4.3734  0.5703  6.4402
C  -5.6874  0.4622  6.8239
H  -1.0698  -0.4358  5.1897
H  -1.2632  0.6032  3.7150
H  -2.3823  -0.5340  4.2366
H  -3.8954  4.1013  7.8405
H  -2.3560  3.9780  6.8937
H  -2.9909  2.6563  7.8513
H  -6.2239  1.3672  6.5387
H  -5.6393  0.7075  7.8848
H  -6.2402  -0.3994  6.4497
C  1.0755  -3.9835  -0.8570
O  0.4006  -4.4370  0.2996
P  0.6541  -3.8078  1.7529
O  0.1926  -2.3577  1.7734
O  2.2016  -4.1088  2.0553
C  2.8365  -3.4730  3.0753
O  -0.0704  -4.7531  2.8602
C  0.2058  -6.1438  2.9647
H  1.8467  -3.2729  -0.5596
H  0.5195  -3.3346  -1.5337
H  1.5743  -4.7382  -1.4650
H  3.2235  -4.2512  3.7331
H  2.1606  -2.9396  3.7437
H  3.7480  -2.9229  2.8417
H  0.5996  -6.4919  2.0098
H  -0.7327  -6.6968  2.9259
H  0.6934  -6.5732  3.8399
C  6.4432  1.2201  -6.8977
O  5.0876  1.1851  -6.3839
P  4.7764  1.8376  -4.8725
O  3.3818  2.2045  -4.6508
O  5.8471  2.9887  -4.7405
C  5.8120  4.0410  -3.8077
O  5.3504  0.6947  -3.8901
C  5.0204  0.7438  -2.4500
H  6.7363  0.2711  -7.3466
H  7.1270  1.4134  -6.0712
H  6.6853  2.0599  -7.5491
H  6.5673  3.8209  -3.0533
H  4.8597  4.1146  -3.2826
H  6.0763  4.9665  -4.3192
H  4.1700  0.1064  -2.2076
H  4.8722  1.7796  -2.1449
H  5.8154  0.1850  -1.9562
C  -2.7986  0.1554  -7.4820
O  -2.2536  -0.9161  -6.7444
P  -1.4593  -0.6512  -5.3164
O  -0.7154  0.5816  -5.1137
O  -2.8581  -0.8576  -4.4330
C  -2.9621  -0.4658  -3.0896
O  -0.6671  -2.0357  -5.0672
C  -1.2001  -3.3143  -5.5043
H  -3.8711  0.2225  -7.2992
H  -2.5497  0.2063  -8.5419
H  -2.4623  1.0767  -7.0063
H  -3.1772  0.5902  -2.9262
H  -2.0559  -0.7850  -2.5747
H  -3.7403  -1.0803  -2.6370
H  -0.6174  -3.7095  -6.3364
H  -2.2472  -3.2464  -5.7991
H  -1.2063  -4.0518  -4.7018
C  -3.9756  6.1544  -3.5964
O  -3.1251  6.8868  -2.8439
P  -1.8226  6.1337  -2.2872
O  -0.8722  5.4543  -3.2517
O  -1.1200  7.2830  -1.4414
C  -1.7556  7.9821  -0.4095
O  -2.5821  5.1827  -1.1517
C  -2.0497  3.9821  -0.6341
H  -3.4819  5.5567  -4.3626
H  -4.7586  6.6598  -4.1617
H  -4.4721  5.5600  -2.8294
H  -2.5434  8.5847  -0.8616
H  -1.0431  8.5240  0.2124
H  -2.1681  7.1617  0.1777
H  -2.7740  3.2178  -0.9159
H  -2.0159  4.2576  0.4199
H  -1.0384  3.7343  -0.9565
C  2.1171  -1.7062  -3.6060
O  2.7306  -2.7724  -2.8579
P  4.1313  -3.4682  -3.4152
O  4.1712  -4.9017  -3.1377
O  4.2416  -2.9865  -4.9435
C  5.4460  -2.7142  -5.6302
O  5.2968  -2.6596  -2.5995
C  5.5504  -2.8984  -1.1783
H  2.3631  -0.7295  -3.1892
H  1.0416  -1.7900  -3.4503
H  2.3162  -1.6139  -4.6737
H  5.4687  -1.6305  -5.7444
H  5.1671  -3.1916  -6.5696
H  6.3989  -3.1239  -5.2953
H  4.8114  -3.5420  -0.7011
H  5.4943  -1.9926  -0.5746
H  6.5806  -3.1025  -0.8862
C  3.3412  2.2642  4.2903
O  3.3874  1.2397  3.2921
P  4.8050  0.5920  2.8770
O  4.8704  -0.5680  1.9252
O  5.6805  1.9575  2.6337
C  6.2262  2.2211  1.4163
O  5.4516  0.2553  4.3154
C  5.2850  -0.9544  4.9060
H  3.2144  1.6935  5.2103
H  2.7155  3.1395  4.1158
H  4.3225  2.7354  4.3459
H  7.2860  2.2645  1.6675
H  5.8804  3.2080  1.1090
H  5.9790  1.4161  0.7242
H  4.9070  -1.7110  4.2185
H  4.6138  -0.5588  5.6684
H  6.1941  -1.3105  5.3907

Output
Spin multiplicity: 2
Highest occupied orbital energy (spin up / spin down): 0.0838 / -0.0637 Eh
⟨S²⟩: 0.750
Total charge: -2
Gap between HOMO and LUMO (spin up / spin down): 1.121 / 5.114 eV
LUMO (spin up / spin down): 0.1250 / 0.1242 Ha

Results of the Mulliken charge analysis, in e, for atoms 1 through 99: 0.44, 0.37, -0.90, 0.32, -0.18, -0.36, -0.09, 0.74, -1.40, 0.21, 0.29, 0.27, -0.27, 0.05, -0.32, -0.93, -0.22, 1.10, -0.72, 0.68, -2.73, -0.42, 0.38, 0.24, 0.22, 0.37, 0.47, 0.42, 0.60, -0.17, 0.30, 0.05, -0.69, -0.28, 1.16, -0.67, -0.28, -1.02, -0.07, -1.20, 0.42, 0.20, 0.18, 0.33, 0.28, 0.31, 0.31, 0.40, 0.33, -0.64, -0.39, 1.08, -0.10, -0.16, -0.91, 0.13, -2.01, 0.15, 0.21, 0.35, 0.45, 0.34, -0.08, 0.28, 0.62, 0.31, -0.75, -0.40, 1.06, -0.60, -0.33, -0.73, -0.30, -0.08, 0.29, 0.28, 0.32, 0.27, 0.36, 0.24, -0.04, 0.25, 0.19, -0.80, -0.34, 0.82, -0.58, -0.37, -0.32, 0.08, -0.81, 0.29, 0.24, 0.31, 0.26, -0.01, 0.33, 0.28, 0.32

=====

One molecule with the formula C22H26N4O3. Source: the Open Molecules 2025 dataset; level of theory: ωB97M-V/def2-TZVPD.

Atoms and positions in Å:
C  -2.0910  -2.7024  1.4486
H  -1.1323  -2.9357  0.9885
O  -1.9234  -1.4412  2.0472
C  -2.9795  -0.8767  2.6910
C  -4.2292  -1.4625  2.8472
C  -5.2280  -0.8060  3.5485
C  -5.0001  0.4402  4.1003
C  -3.7625  1.0407  3.9431
C  -2.7538  0.3969  3.2453
N  -1.4957  1.0021  3.0830
C  -0.8715  1.2723  1.8887
C  -1.2742  1.1459  0.5696
C  -0.3777  1.5347  -0.4037
C  0.8819  2.0604  -0.0778
C  1.2654  2.2283  1.2446
C  0.3858  1.8217  2.2359
N  0.5017  1.8535  3.6027
C  -0.6085  1.3726  4.0715
C  -0.9107  1.2054  5.5136
H  0.0244  1.1823  6.0654
H  -1.4677  0.2860  5.6851
H  -1.5038  2.0422  5.8816
H  2.2225  2.6632  1.4825
C  1.8463  2.4807  -1.1343
O  2.6335  3.3961  -0.9868
N  1.7606  1.7700  -2.2907
H  1.2698  0.8886  -2.2913
C  2.7351  1.9039  -3.3448
H  2.2198  2.0792  -4.2948
H  3.3536  2.7730  -3.1114
C  3.6007  0.6412  -3.4204
N  2.7564  -0.5405  -3.5105
C  3.3946  -1.7435  -3.0040
C  2.3717  -2.8800  -3.0045
O  1.8647  -3.1188  -4.2960
C  1.2760  -1.9518  -4.8183
C  2.2703  -0.7909  -4.8571
H  1.7680  0.1008  -5.2340
H  3.0992  -1.0465  -5.5413
H  0.9358  -2.2038  -5.8240
H  0.4107  -1.6637  -4.2008
H  2.8314  -3.8140  -2.6777
H  1.5471  -2.6192  -2.3228
H  3.7347  -1.5637  -1.9821
H  4.2610  -2.0369  -3.6224
H  4.3048  0.7170  -4.2644
H  4.1797  0.5696  -2.4968
H  -0.6713  1.4667  -1.4411
H  -2.2509  0.7639  0.3130
H  -3.5720  2.0210  4.3524
H  -5.7805  0.9477  4.6451
H  -6.1907  -1.2809  3.6612
H  -4.4314  -2.4368  2.4315
H  -2.8674  -2.6815  0.6771
H  -2.3333  -3.4709  2.1894

Output
Highest occupied orbital energy: -0.3091 Eh
ΔE to the lowest compared entry with this formula, charge and spin: 2.319 eV
Gap between HOMO and LUMO: 8.877 eV
LUMO: 0.0171 Ha

Charge distribution, Mulliken scheme, values in e: -0.99, 0.24, -0.35, 0.77, -0.63, -0.67, -0.84, -0.12, -0.32, 0.39, 0.76, -0.60, -1.07, 0.65, -0.90, 0.31, -0.83, 0.89, -1.46, 0.40, 0.34, 0.26, 0.51, 0.31, -0.69, -0.03, 0.24, -0.99, 0.34, 0.46, -0.81, 0.36, -0.71, -0.63, -0.39, -0.73, -0.59, 0.32, 0.36, 0.36, 0.32, 0.36, 0.29, 0.44, 0.31, 0.35, 0.45, 0.56, 0.51, 0.51, 0.39, 0.40, 0.42, 0.39, 0.37

=====

A 2-piece molecular cluster, C2H5NS overall. Source: the Open Molecules 2025 dataset; level of theory: ωB97M-V/def2-TZVPD.

Atoms and positions in Å:
C  0.4801  0.7866  -0.8365
C  -0.3820  -1.1987  0.8006
N  0.9224  1.5197  -1.6769
S  0.5982  -0.9127  -0.7003
H  -0.9717  1.4031  0.7089
H  -0.9284  -2.1835  0.6166
H  -1.0460  -0.2703  0.9503
H  0.2357  -1.6179  1.5704
H  1.0918  2.4738  -1.4332

Output
Spin multiplicity: 3
Highest occupied orbital energy (spin up / spin down): -0.2595 / -0.3413 Eh
⟨S²⟩: 2.005
ΔE to the lowest compared entry with this formula, charge and spin: 2.233 eV
Gap between HOMO and LUMO (spin up / spin down): 8.003 / 7.636 eV
LUMO (spin up / spin down): 0.0346 / -0.0607 Ha

Charge distribution, Mulliken scheme, values in e: 0.05, -0.62, -0.43, -0.05, 0.08, 0.26, 0.15, 0.27, 0.29

=====

An isolated ion of composition C4H11N4 and charge +1. Source: the Open Molecules 2025 dataset; level of theory: ωB97M-V/def2-TZVPD.

Atoms and positions in Å:
C  1.2436  0.5843  -0.2467
C  1.0835  -0.8670  -0.3891
C  2.0499  -1.7160  -0.0784
C  -1.2933  0.4371  1.3902
N  0.3279  1.4181  -0.6069
N  -1.6774  0.0499  0.0531
N  2.2295  1.2129  0.4032
N  -0.9161  0.9841  -0.9582
H  0.1913  -1.2213  -0.9457
H  1.7641  -2.7633  -0.2562
H  2.9645  -1.4927  0.5653
H  -2.5822  0.2495  -0.2309
H  -1.4779  -0.3671  2.0511
H  -0.1168  0.3712  1.4272
H  -1.5115  1.3898  1.7021
H  3.1347  0.6649  0.4390
H  2.4495  2.2201  0.1947
H  -1.4126  1.8727  -1.2182
H  -1.1011  0.5836  -1.8753

Output
Spin multiplicity: 3
Highest occupied orbital energy (spin up / spin down): -0.3620 / -0.4978 Eh
⟨S²⟩: 2.026
Total charge: +1
ΔE to the lowest compared entry with this formula, charge and spin: 3.329 eV
Gap between HOMO and LUMO (spin up / spin down): 6.391 / 5.921 eV
LUMO (spin up / spin down): -0.1271 / -0.2803 Ha

Charge distribution, Mulliken scheme, values in e: 0.16, 0.31, -1.07, -0.79, -0.56, -0.26, -0.33, 0.17, 0.21, 0.28, 0.23, 0.26, 0.39, 0.31, 0.40, 0.25, 0.30, 0.38, 0.37

=====

| no. | E (eV) | strongest force on any atom (eV/A) |
| --- | --- | --- |
| 1 | -6791.15023 | 6.70 |
| 2 | -182388.30849 | 5.60 |
| 3 | -35339.48059 | 0.93 |
| 4 | -14474.48845 | 2.83 |
| 5 | -10272.31588 | 7.65 |